# 1
Entry from the Open Molecules 2025 dataset: a structure of composition C13H15FIrN3O4S2 (ωB97M-V/def2-TZVPD).

The geometry in XYZ format:
```
39
C13H15FIrN3O4S2 | the Open Molecules 2025 dataset | ωB97M-V/def2-TZVPD
Ir 0.23590 -0.07566 0.59674
N 2.58753 0.21058 0.15609
C 3.13408 1.56830 0.32934
C 2.42421 2.56865 -0.57518
C 1.01841 2.89641 -0.02270
O 0.78965 4.00999 0.39022
O 0.18467 1.89479 -0.03294
H 2.96030 -0.42152 0.85786
H 2.83239 -0.15287 -0.75803
H 4.20644 1.57799 0.11329
H 3.00635 1.85344 1.37456
H 2.31515 2.14850 -1.57913
H 2.98105 3.49980 -0.62797
O -4.42972 0.58765 0.20451
C -4.76975 -0.70593 0.09066
C -6.13225 -1.01220 0.06008
C -6.55396 -2.31994 -0.03806
C -5.62974 -3.35852 -0.13398
C -4.28300 -3.06942 -0.12244
C -3.82913 -1.75234 -0.00349
C -2.38286 -1.47125 0.06081
O -1.97751 -0.28445 0.36594
N -1.56791 -2.46437 -0.21036
N -0.25165 -2.13664 -0.14838
C 0.55430 -3.14143 -0.11808
S -0.07896 -4.76584 0.01309
C 1.55531 -5.56035 -0.15039
C 2.59323 -4.63796 0.44955
S 2.27944 -2.97815 -0.22432
H -3.46656 0.64250 0.33892
H -6.83473 -0.19129 0.12269
H -7.61405 -2.53965 -0.03046
H -5.96917 -4.38228 -0.21597
H -3.54522 -3.85463 -0.20821
H 1.74463 -5.73566 -1.20830
H 1.50941 -6.51250 0.37553
H 3.60650 -4.92150 0.16994
H 2.50851 -4.58039 1.53344
F 1.03782 -0.92916 2.21412
```

Calculated values
HOMO-LUMO gap (alpha / beta) (eV): 7.949 / 6.005
Energy above the lowest of the compared OMol25 structures with the same formula, charge and spin (kJ/mol): 18.6
⟨S²⟩: 6.01
Spin multiplicity: 5



# 2
Entry from the Open Molecules 2025 dataset: a cluster of 2 separate species, C2H5FOS in total (ωB97M-V/def2-TZVPD).

The geometry in XYZ format:
```
10
C2H5FOS | the Open Molecules 2025 dataset | ωB97M-V/def2-TZVPD
C -1.45704 0.29755 -0.27538
C -0.47325 1.39003 -0.43758
O 1.45318 -0.22891 -0.04208
F 2.76884 -2.89391 1.45946
S 1.14901 1.17799 -0.37432
H -1.30348 -0.21625 0.67450
H -2.47982 0.66022 -0.33111
H -1.29668 -0.44938 -1.05526
H 2.43598 -2.13569 1.01250
H -0.79674 2.39836 -0.63072
```

Calculated values
HOMO-LUMO gap (eV): 9.487
Energy above the lowest of the compared OMol25 structures with the same formula, charge and spin (kJ/mol): 0.0



# 3
Entry from the Open Molecules 2025 dataset: the molecule C3H7N3O (ωB97M-V/def2-TZVPD).

The geometry in XYZ format:
```
14
C3H7N3O | the Open Molecules 2025 dataset | ωB97M-V/def2-TZVPD
C -1.13419 -1.52921 -0.66586
N -0.91921 -0.17359 -1.08919
C -0.18950 0.67380 -0.48017
N -0.18912 1.98709 -0.87910
C 0.80848 0.60007 0.73449
N 1.30344 -0.52970 1.29976
O 1.17697 1.67198 1.19851
H -2.20864 -1.66380 -0.48258
H -0.60283 -1.81621 0.25062
H -0.87587 -2.23951 -1.46229
H 0.23367 2.59490 -0.19046
H -1.02589 2.30811 -1.34052
H 1.17531 -1.48379 1.01281
H 1.98011 -0.32516 2.02560
```

Calculated values
HOMO-LUMO gap (eV): 9.838
Energy above the lowest of the compared OMol25 structures with the same formula, charge and spin (kJ/mol): 70.5



# 4
Entry from the Open Molecules 2025 dataset: the molecule C2H3NP2 (ωB97M-V/def2-TZVPD).

The geometry in XYZ format:
```
8
C2H3NP2 | the Open Molecules 2025 dataset | ωB97M-V/def2-TZVPD
C -0.05667 0.28942 -1.27066
N 0.92407 0.29852 -0.33156
C 0.52205 0.38997 0.87271
P -1.18563 0.58164 1.32782
P -1.69063 0.54788 -0.87953
H 0.48693 0.05778 -2.15367
H 1.18426 0.48238 1.72356
H -1.38124 -0.70316 0.68910
```

Calculated values
HOMO-LUMO gap (eV): 9.029
Energy above the lowest of the compared OMol25 structures with the same formula, charge and spin (kJ/mol): 78.1



# 5
Entry from the Open Molecules 2025 dataset: a structure of composition C44H58F3N2O5SSi2Ti (ωB97M-V/def2-TZVPD).

The geometry in XYZ format:
```
116
C44H58F3N2O5SSi2Ti | the Open Molecules 2025 dataset | ωB97M-V/def2-TZVPD
Ti -0.61562 0.64461 -0.37223
C 1.08947 -4.61612 -2.26465
C -0.41255 -4.59514 -2.17347
C -1.07466 -4.19456 -3.46065
C -1.05451 -5.87675 -1.61684
O -0.60847 -3.55997 -1.11040
Si -1.74624 -3.32146 0.03269
S -1.71222 -1.22948 0.57944
O -1.46323 -4.01678 1.43981
C -0.56818 -4.14826 2.52136
C -0.64800 -5.57780 3.02014
C 0.83411 -3.89277 2.06731
C -1.15928 -3.14414 3.55623
O -3.21086 -3.70724 -0.65379
C -4.50869 -4.00272 -0.05108
C -4.25633 -4.90873 1.11352
C -5.12674 -2.60476 0.29674
C -5.32976 -4.64317 -1.16168
H 1.35513 -5.20781 -3.13182
H 1.56322 -5.06847 -1.42590
H 1.50423 -3.61504 -2.33513
H -0.94266 -5.10901 -4.09528
H -0.53002 -3.39856 -3.98867
H -2.16150 -4.02072 -3.40969
H -0.95336 -6.73999 -2.25859
H -2.09546 -5.73255 -1.48354
H -0.64686 -6.16817 -0.68283
H -0.37614 -6.21207 2.18664
H -1.69729 -5.83088 3.25141
H -0.07465 -5.71601 3.97125
H 1.06087 -4.70798 1.35657
H 1.47748 -3.94923 2.87392
H 0.92606 -3.02958 1.45281
H -2.18296 -3.38336 3.83880
H -1.17033 -2.11399 3.20893
H -0.53549 -3.22134 4.45482
H -3.83121 -4.41989 2.01044
H -3.57595 -5.64201 0.74382
H -5.19735 -5.34487 1.43107
H -4.63443 -2.11191 1.16943
H -6.20300 -2.70436 0.56932
H -5.02847 -1.94918 -0.57495
H -4.73981 -5.40821 -1.66285
H -5.52924 -3.81747 -1.85846
H -6.27326 -5.07615 -0.83831
F 8.46101 -0.58271 1.46799
C 7.48335 -1.20205 2.22019
F 7.67731 -2.55884 1.98705
F 7.69361 -0.96039 3.57859
C 6.10113 -0.89211 1.71914
C 5.66121 0.42506 1.77986
C 4.36960 0.70104 1.40639
C 3.53482 -0.27228 0.77154
C 3.99948 -1.63000 0.81321
C 5.24914 -1.93422 1.19274
C 2.33583 0.01550 0.17017
C 1.22809 0.23982 -0.38247
H 6.29308 1.25029 2.10708
H 3.86427 1.64803 1.59421
H 3.33127 -2.42136 0.46258
H 5.62779 -2.97300 1.17369
C 1.39418 5.19870 4.45872
O 2.00495 4.94361 3.15353
C 2.80009 5.90537 2.58751
C 3.64960 6.62382 3.42230
C 4.40312 7.67203 2.84761
C 4.30222 7.87596 1.45912
C 3.48293 7.08601 0.66966
C 2.86666 5.95506 1.17450
N 2.45979 4.96777 0.22247
C 1.38607 4.12862 0.18211
C 0.08188 4.44727 0.57643
C -0.33677 5.81170 0.62315
C -1.61507 6.13520 1.04267
C -2.59586 5.18929 1.27683
C -2.19899 3.86076 1.35157
C -0.90730 3.46753 0.84201
O -0.64937 2.15907 0.66801
H 0.60247 4.51043 4.54070
H 0.96706 6.20257 4.55015
H 2.06041 4.98991 5.28605
H 3.59910 6.50543 4.52098
H 5.10237 8.23538 3.41575
H 4.81829 8.69926 1.01528
H 3.46168 7.34689 -0.40040
H 3.20746 4.73138 -0.44721
H 1.60554 3.15020 -0.07630
H 0.33689 6.60066 0.29615
H -1.82488 7.24830 0.98727
H -3.67229 5.48076 1.46481
H -2.90231 3.05003 1.62311
C 1.23051 0.17045 -3.82247
Si -0.03085 1.57157 -3.50951
C 0.83913 3.17076 -2.93365
C -0.79909 1.86784 -5.23992
N -1.06234 1.12007 -2.16238
C -2.39054 0.83834 -2.35776
C -2.83168 -0.40858 -2.87126
C -4.19679 -0.56274 -3.04830
C -5.09683 0.38371 -2.55625
C -4.69461 1.57918 -1.87682
C -3.35884 1.76146 -1.81352
H 1.63341 -0.32908 -2.94181
H 2.13300 0.58428 -4.31163
H 0.82399 -0.55410 -4.59250
H 0.80604 3.82185 -3.78454
H 1.87795 2.92398 -2.63392
H 0.20212 3.67973 -2.19366
H -1.39356 2.74596 -5.39436
H -1.30030 0.96444 -5.60493
H 0.06548 2.04133 -5.83790
H -2.13186 -1.21041 -3.19473
H -4.57424 -1.43078 -3.56724
H -6.14285 0.27262 -2.78342
H -5.35120 2.42031 -1.56626
H -2.99282 2.64008 -1.33345
```

Calculated values
HOMO-LUMO gap (eV): 5.728
Energy above the lowest of the compared OMol25 structures with the same formula, charge and spin (kJ/mol): 0.0
Charge: +1



# 6
Entry from the Open Molecules 2025 dataset: the molecule C5H9NO (ωB97M-V/def2-TZVPD).

The geometry in XYZ format:
```
16
C5H9NO | the Open Molecules 2025 dataset | ωB97M-V/def2-TZVPD
C 0.12449 1.09560 -1.23971
C 0.87285 -0.01957 -0.51886
O 1.95561 0.47767 0.24247
C -0.02943 -0.89749 0.38690
C -0.79171 -0.10388 1.45314
C -0.96005 -1.68846 -0.43179
N -1.69276 -2.30277 -1.08416
H -0.75304 0.70951 -1.76888
H 0.78424 1.57078 -1.97217
H -0.21687 1.86374 -0.53203
H 1.32494 -0.67791 -1.26656
H 1.67342 1.30233 0.66489
H 0.64049 -1.60531 0.88949
H -1.32389 -0.77954 2.12913
H -1.52385 0.57201 0.99953
H -0.08441 0.48330 2.04863
```

Calculated values
HOMO-LUMO gap (eV): 11.503
Energy above the lowest of the compared OMol25 structures with the same formula, charge and spin (kJ/mol): 90.9



# 7
Entry from the Open Molecules 2025 dataset: the molecule C5H5BrOS (ωB97M-V/def2-TZVPD).

The geometry in XYZ format:
```
13
C5H5BrOS | the Open Molecules 2025 dataset | ωB97M-V/def2-TZVPD
C -0.06830 -1.05831 2.35625
S -0.28721 -1.70525 0.66393
C 0.26466 -0.17433 -0.59383
C 1.38551 0.49217 -0.95301
O 1.01208 1.57430 -1.76179
C -0.25916 1.37127 -2.11643
C -0.78048 0.36327 -1.36284
Br -2.59074 -0.25354 -1.15100
H -0.34686 -2.01051 2.87036
H -0.69844 -0.22466 2.63038
H 0.87913 -0.99880 2.63481
H 2.41391 0.58419 -0.58384
H -0.92410 2.04020 -2.63300
```

Calculated values
HOMO-LUMO gap (eV): 9.489
Energy above the lowest of the compared OMol25 structures with the same formula, charge and spin (kJ/mol): 221.8



# 8
Entry from the Open Molecules 2025 dataset: a structure of composition C23H25N8O6PRhS (ωB97M-V/def2-TZVPD).

The geometry in XYZ format:
```
65
C23H25N8O6PRhS | the Open Molecules 2025 dataset | ωB97M-V/def2-TZVPD
Rh 0.48436 0.42877 0.81023
N -5.17682 -3.86201 5.72845
C -4.14547 -3.50331 4.90904
C -4.39733 -2.82682 3.70365
C -3.35754 -2.44065 2.89087
C -2.04554 -2.72196 3.26485
C -1.77707 -3.38609 4.45544
C -2.81810 -3.77617 5.26941
S -0.74545 -2.20277 2.24154
O 0.46669 -2.90986 2.62280
O -1.12311 -2.30806 0.84755
N -0.55398 -0.60405 2.44864
C 0.21012 -0.09646 3.46315
N 0.27891 -0.57805 4.69735
C 1.08256 0.08143 5.52566
C 1.82828 1.19433 5.15449
C 1.71462 1.60643 3.84005
N 0.90460 0.96797 3.00446
H -6.11900 -3.82062 5.38508
H -5.00673 -4.49277 6.49036
H -5.41820 -2.61243 3.41394
H -3.55776 -1.93027 1.95779
H -0.75279 -3.58839 4.73523
H -2.61232 -4.29532 6.19703
H 1.13802 -0.30258 6.53826
H 2.46477 1.70698 5.85909
H 2.26054 2.45063 3.43580
C 3.85138 -3.77866 0.95483
N 4.40550 -2.52960 1.47782
C 5.27244 -1.95107 0.46447
N 4.48696 -1.77291 -0.76714
C 4.04247 -3.04685 -1.32909
N 3.14983 -3.59654 -0.32135
C 1.90637 -2.86344 -0.19013
P 2.17972 -1.17526 0.53114
C 3.35644 -1.59976 1.89214
C 3.53709 -0.72181 -0.75248
H 3.14968 -4.18827 1.67992
H 4.66802 -4.48456 0.79978
H 6.09680 -2.62917 0.24922
H 5.65364 -0.98474 0.78835
H 4.90333 -3.69676 -1.47115
H 3.51985 -2.88274 -2.26887
H 1.23619 -3.38472 0.49463
H 1.40021 -2.77955 -1.15276
H 2.75961 -2.04860 2.68817
H 3.80346 -0.68294 2.28289
H 3.98673 0.21258 -0.41315
H 3.04772 -0.59550 -1.71827
O 1.46495 2.40018 0.36203
C 1.31508 2.19753 -0.87460
O 0.76532 1.12340 -1.27092
C 1.80702 3.18542 -1.86918
C 2.26399 4.43187 -1.45299
C 2.72448 5.35080 -2.38334
C 2.74581 5.02582 -3.73160
C 2.29790 3.77454 -4.11607
C 1.81734 2.84708 -3.21563
N 2.34088 3.40881 -5.54706
O 2.66092 4.27176 -6.33393
O 2.09995 2.25359 -5.83277
H 2.24651 4.67387 -0.39914
H 3.06915 6.32363 -2.06179
H 3.10071 5.71925 -4.47967
H 1.45521 1.88823 -3.55451
```

Calculated values
HOMO-LUMO gap (alpha / beta) (eV): 7.813 / 3.837
Charge: +1
⟨S²⟩: 6.02
Spin multiplicity: 5



Number 1: E_tot -1970.0984 Eh. Number 2: E_tot -652.4570 Eh. Number 3: E_tot -358.0230 Eh. Number 4: E_tot -815.3959 Eh. Number 5: E_tot -4323.3188 Eh. Number 6: E_tot -325.9029 Eh. Number 7: E_tot -3240.8704 Eh. Number 8: E_tot -2630.6757 Eh.